Record 1
C13H6BiIOS4 | the ωB97M-V functional and the def2-TZVPD basis

Cartesian coordinates (Å):
C1 -0.9605 0.8537 0.4026
S1 1.3057 -1.5380 1.2224
C2 -1.8422 -0.4018 0.1491
O1 -1.8800 -1.9660 1.9599
S2 3.1527 -1.2812 -1.4480
C3 0.6687 -0.0689 -1.2588
C4 -0.4512 2.8063 1.7828
Bi1 1.8632 0.1758 -3.0906
H1 -0.5339 3.3812 2.6589
C5 0.2859 1.0300 -0.3027
H2 -2.7805 -0.2590 0.5774
C6 -0.1305 -2.4070 0.4629
H3 1.4914 3.7463 1.5331
C7 0.3952 -2.2026 -0.9593
C8 1.0959 2.0935 0.0990
C9 -0.3265 -1.1486 -1.8655
C10 -1.3180 1.7775 1.3927
S3 -2.1178 -0.9664 -1.6047
H4 -0.3045 -3.4414 0.8340
H5 0.6891 -3.1149 -1.3993
I1 2.9214 2.6826 -0.8196
C11 -1.3554 -1.6247 0.8940
C12 0.7896 2.9670 1.1176
S4 0.0673 -1.4958 -3.6241
C13 1.5209 -1.2122 -0.6418
H6 -2.2460 1.6147 1.9281

The HOMO energy is -8.70 eV. The maximum force comes out at 2.5 eV Å⁻¹. Its gap between HOMO and LUMO is 8.11 eV. As for the total charge: 0. The lowest unoccupied orbital energy is -0.59 eV.

Mulliken population analysis, charges in e, atoms 1 to 2: C -0.187; S -0.229

Record 2
C2H5NO4P | the ωB97M-V functional and the def2-TZVPD basis

Cartesian coordinates (Å):
H1 -0.0082 1.4668 -0.8469
O1 -2.6914 -1.4213 -0.3179
O2 0.9279 1.3161 -0.8329
O3 -3.3723 1.0938 -0.0819
O4 -1.0470 0.3457 0.5275
H2 1.5115 -0.5050 -1.1836
H3 3.2717 0.4815 0.0688
P1 -2.5499 -0.0896 0.3171
C1 1.2597 0.0603 -0.2955
H4 0.5175 -0.5813 1.5140
H5 -0.2662 -1.6002 0.0758
N1 2.4024 -0.0156 0.5093
C2 0.0443 -0.5512 0.5461

The HOMO energy (spin up / spin down) is -5.41 / -2.03 eV. The maximum force comes out at 4.0 eV Å⁻¹. Its gap between HOMO and LUMO (spin up / spin down) is 8.95 / 4.00 eV. As for the total charge: -1. The lowest unoccupied orbital energy (spin up / spin down) is 3.54 / 1.96 eV. For the energy relative to the best compared isomer or geometry (same formula, charge and spin), the calculation gives 5.069 eV.

Mulliken population analysis, charges in e, atoms 1 to 2: H 0.308; O -0.538

Record 3
C34H34GeIN3ORu | the ωB97M-V functional and the def2-TZVPD basis

Cartesian coordinates (Å):
C1 1.3553 -3.4145 -3.4005
H1 4.5181 0.0187 -4.1545
C2 1.1165 -0.7082 0.5596
H2 5.0792 4.3771 -0.2712
H3 -5.3013 0.4350 1.6398
C3 -0.7510 -4.4160 -2.9463
C4 1.1957 0.4406 -4.6415
C5 -2.3869 3.2904 -0.9488
H4 -1.6946 1.2738 -1.2265
O1 -2.6247 -2.2414 -0.7990
H5 -3.5484 2.9987 3.7406
H6 3.0784 3.3203 -1.2399
C6 0.8245 0.7575 -3.3426
H7 2.8516 0.6500 2.0833
H8 -3.3738 3.0879 -1.3500
C7 3.4591 2.9670 -0.2860
H9 -2.8620 -2.1122 0.1322
H10 -4.5618 0.8420 4.6344
N1 0.8215 -3.2827 2.1972
H11 1.7991 -1.7358 -2.1344
H12 -2.9342 -4.1468 -1.5409
H13 -0.5868 5.7703 0.4838
H14 -1.5219 -5.1509 -3.1400
C8 4.5898 3.5653 0.2551
C9 2.5261 0.1670 -4.9397
C10 0.4147 -4.3869 -3.6936
C11 1.3954 -3.8784 3.2539
H15 2.8171 -0.0887 -5.9519
C12 -0.1584 2.5108 -0.4026
C13 -2.1576 -3.5532 -1.0483
H16 -0.2208 0.9395 -3.1169
H17 4.8516 1.7214 3.0791
Ru1 -0.4250 -1.1978 -0.0183
C14 3.0974 0.5548 -2.6337
H18 -1.1497 -5.7255 2.3734
H19 2.2805 -3.3324 -3.9535
H20 -1.8613 -4.0429 -0.1167
C15 2.8077 1.9176 0.3656
C16 -3.5326 1.0702 2.7307
C17 -1.4388 2.2784 -0.9057
C18 4.4616 2.0764 2.1319
H21 1.1062 3.9896 0.5102
H22 -1.9551 2.2128 3.6882
C19 -2.5909 0.3116 1.8903
H23 0.5792 -5.1018 -4.4895
H24 -4.5859 1.9399 1.0490
C20 0.6547 -5.0126 3.4961
C21 -2.0852 4.5525 -0.4528
H25 3.8511 0.6012 -1.8543
N2 -0.0305 -2.5399 -1.6564
H26 1.0142 -2.3748 1.7260
H27 -2.6050 2.9680 2.2318
H28 5.9747 3.5840 1.8983
N3 -0.2424 -3.9392 1.7466
C22 -0.8271 4.7936 0.0790
H29 -2.9725 0.0497 4.5596
C23 -2.8703 2.3990 3.1245
H30 -5.5197 1.9380 2.5602
C24 -1.7376 -0.2691 1.2414
H31 -4.3548 -0.6725 3.7316
Ge1 1.1936 1.0548 -0.4221
C25 0.1276 3.7818 0.0936
C26 1.7655 0.8190 -2.3138
C27 3.4774 0.2269 -3.9319
C28 -4.8179 1.3647 1.9461
C29 -0.3598 -5.0074 2.5231
H32 2.2610 -3.4748 3.7494
C30 -3.8784 0.2733 3.9953
I1 0.9831 -6.4171 4.9801
C31 1.0934 -2.5136 -2.3847
H33 0.4459 0.3975 -5.4232
C32 3.3337 1.4804 1.5789
C33 5.0929 3.1208 1.4711
H34 -2.8312 5.3389 -0.4677
C34 -0.9391 -3.4920 -1.9315

The HOMO energy (spin up / spin down) is -3.00 / -3.19 eV. The maximum force comes out at 0.6 eV Å⁻¹. The expectation value of S² is 0.7627. Its gap between HOMO and LUMO (spin up / spin down) is 5.17 / 5.35 eV. As for the spin multiplicity: 2. As for the total charge: -1. The lowest unoccupied orbital energy (spin up / spin down) is 2.17 / 2.16 eV. For the energy relative to the best compared isomer or geometry (same formula, charge and spin), the calculation gives 0.078 eV.

Mulliken population analysis, charges in e, atoms 1 to 2: C -1.008; H 0.363

Record 4
C32H51CoN3O14S | the ωB97M-V functional and the def2-TZVPD basis

Cartesian coordinates (Å):
H1 -0.9001 3.4745 3.3604
C1 3.7558 2.3717 -3.6777
O1 -0.5422 -0.1479 1.2107
C2 -2.5254 0.2801 4.2816
C3 -3.0231 -4.9056 -3.3188
H2 -1.4039 1.3020 -3.5312
H3 -2.2847 -5.4757 -3.8404
C4 -2.4492 3.2686 1.8422
C5 -3.6796 -0.5304 -0.2646
H4 4.0154 -1.8769 1.6758
O2 0.0411 1.6108 -0.3531
H5 3.4205 -4.5955 2.7215
C6 5.0846 1.4993 2.3271
O3 1.7271 -0.0753 0.1907
N1 3.5617 3.4777 -3.8142
H6 -3.5949 -4.2011 -3.9840
H7 -0.8961 0.8046 5.5978
O4 0.5526 -3.3147 0.5894
H8 1.0226 -0.1014 -4.7185
H9 -2.1628 0.7036 -1.0990
S1 0.2690 0.2052 -0.0076
O5 -2.6620 -0.9294 3.4688
H10 5.1635 0.8678 1.5192
H11 4.5163 -4.1075 1.2702
C7 -3.9490 -5.8196 -2.3526
O6 -1.3597 -2.5746 2.7657
H12 -1.8250 -0.4622 6.1846
H13 4.8284 0.4742 -0.8329
C8 1.5473 -3.3137 1.1918
O7 2.5591 -4.1464 0.9700
H14 2.2075 3.4567 1.4719
C9 -5.4265 0.6994 -1.0057
H15 1.4947 -1.3440 2.3341
H16 -0.6603 2.2600 2.0346
C10 1.9535 1.9831 2.9315
Co1 -1.1110 -2.1026 0.6669
C11 -2.7957 -4.1393 -1.1785
H17 3.9073 -2.2392 3.4113
H18 -6.2396 0.5574 -1.6753
H19 5.8497 0.6158 -3.7649
H20 4.5613 3.1662 1.0434
H21 -3.4447 0.3690 4.8502
H22 6.6060 0.5470 -1.3764
O8 -2.7484 4.4736 1.2196
H23 -4.7945 -3.9907 -1.7182
H24 2.4091 1.8488 0.8849
H25 4.2584 3.4838 2.7138
H26 -0.0270 3.9312 0.4195
C12 -0.1172 1.3765 -5.9126
C13 -0.5935 -1.0867 4.5379
C14 1.8928 -2.3816 2.3448
H27 -4.5164 -5.0716 -0.2691
H28 0.6931 1.5189 -3.9444
C15 -2.0547 -0.5023 -4.4032
H29 -2.2847 1.1794 3.6530
C16 -3.1787 0.8157 -0.6166
C17 3.4554 -2.4783 2.4475
O9 -3.2737 -1.5243 0.3157
C18 -0.9531 3.2575 2.3099
O10 -2.2420 -4.1059 -2.3629
O11 -2.1984 -3.7388 -0.1878
H30 -4.3718 2.4545 -1.1307
C19 5.0948 0.3473 -2.9699
H31 -2.9674 1.3627 0.2856
H32 -4.8702 -6.2345 -2.7949
O12 -4.9491 -0.6692 -0.6943
H33 -0.6153 -0.1832 -2.9402
H34 6.0265 1.9139 2.7204
H35 -3.9765 1.3581 -2.4866
O13 -3.2562 2.3504 1.9849
C20 3.6882 0.9510 -3.2819
H36 3.1360 0.4326 -4.0917
H37 -0.1430 -1.8320 5.1667
C21 3.6408 -3.9098 1.9238
C22 -4.1957 1.4753 -1.4346
N2 1.5354 1.5568 3.9474
C23 0.2765 0.7435 -4.6513
N3 -2.9590 -1.2049 -4.4868
H38 -0.7804 2.2617 -5.6784
H39 4.6769 1.0565 3.1900
C24 -1.5674 -1.5994 3.4993
H40 -3.2557 -6.6484 -2.0396
C25 -0.3718 4.3667 1.4128
H41 5.4546 1.9796 -1.4672
C26 2.6297 2.4974 1.7376
H42 0.4549 4.9706 1.8267
H43 -1.5880 5.7618 0.2740
H44 -0.6055 0.6404 -6.5515
H45 5.0088 -0.7702 -2.8580
H46 0.6795 1.7574 -6.5209
C27 5.5503 0.8761 -1.5726
H47 1.5704 -2.8790 3.2570
C28 -1.3872 -0.0172 5.2660
C29 -1.5479 5.2822 1.2296
H48 -5.7843 1.0451 0.0029
C30 4.1499 2.7469 1.9561
C31 -4.1827 -4.7777 -1.2637
H49 3.0714 0.9940 -2.3800
C32 -0.9955 0.3474 -3.8357
H50 0.2528 -0.6960 3.9359
H51 -1.7568 6.1069 1.9377
O14 -0.2063 -0.8119 -0.9720

The HOMO energy (spin up / spin down) is -8.69 / -8.67 eV. The maximum force comes out at 5.1 eV Å⁻¹. The expectation value of S² is 3.7548. Its gap between HOMO and LUMO (spin up / spin down) is 9.34 / 9.32 eV. As for the spin multiplicity: 4. As for the total charge: 0. The lowest unoccupied orbital energy (spin up / spin down) is 0.65 / 0.65 eV.

Mulliken population analysis, charges in e, atoms 1 to 2: H 0.473; C 0.184

Record 5
C15H15Br34ClO3 | the ωB97M-V functional and the def2-TZVPD basis

Cartesian coordinates (Å):
C1 3.5049 0.0023 -1.4667
C2 -1.2893 -5.5199 4.2206
C3 -2.8554 4.3899 2.1350
Br1 -4.6827 5.3597 -5.2170
C4 0.4700 -0.6373 -1.4168
Br2 6.6613 4.4667 1.5461
Br3 -2.4346 -6.8436 5.0392
Br4 -4.8078 -4.1728 -0.7294
H1 -1.7782 -4.5607 4.3404
C5 2.7514 3.6200 -4.5482
Br5 -1.0895 -5.8204 2.3204
Br6 3.1116 4.0325 -0.4650
H2 -3.3422 5.3506 2.2427
H3 0.4180 -0.4974 -2.5219
Br7 -3.6548 8.7644 -4.6339
C6 -1.0910 -11.1722 6.1698
C7 -2.3237 7.9782 -3.4726
Br8 2.5602 -9.3073 5.1073
Br9 -2.1810 4.1829 -6.8311
Br10 3.1289 2.0311 -3.5118
Cl1 0.4397 0.9828 1.0416
Br11 -4.0737 -0.2091 0.5522
O1 2.8285 -0.7832 -0.5481
H4 -0.4074 -1.2719 -1.1493
Br12 -0.9085 7.1414 -4.4961
H5 3.3518 4.4190 -4.1295
O2 0.4465 1.6773 -1.4317
C8 2.0137 5.5357 0.0625
H6 -2.6963 -0.3037 2.6098
C9 0.4639 0.7582 -0.7457
Br13 3.7667 -6.5837 6.2774
Br14 -2.8426 -2.7215 2.0974
Br15 -3.1311 6.7860 -2.1834
H7 8.3575 5.0102 -0.1754
Br16 -4.9202 -0.7876 3.5884
Br17 -1.1472 4.5186 3.0352
H8 -4.2368 3.0610 -6.0281
Br18 -2.5059 -10.9738 4.8679
Br19 -2.6472 4.0636 0.2406
Br20 3.0883 6.9853 0.7524
Br21 2.1946 -2.4816 -2.7769
Br22 7.1822 3.1585 -1.3292
H9 -6.0987 -4.0516 -2.8405
Br23 3.7203 -7.0859 3.1153
Br24 6.4252 6.2574 -1.0944
Br25 3.2922 3.4106 -6.3923
C10 3.8611 -7.8998 4.8629
C11 -3.5940 3.8009 -5.5693
Br26 0.4231 -5.3976 5.1090
C12 -5.4339 -3.3452 -2.3607
Br27 -3.9822 -3.0053 -3.5915
H10 3.1375 1.0600 -1.6682
H11 -1.4766 -11.7971 6.9646
C13 7.3078 4.7591 -0.2522
C14 -3.5176 -0.9176 2.2629
C15 1.7541 -1.5018 -1.1222
Br28 0.4448 -12.0843 5.4254
Br29 -6.4650 -1.7484 -2.0088
H12 1.4694 -2.2764 -0.3757
Br30 -0.6054 -9.4810 6.9660
Br31 -4.0098 3.0785 2.9623
H13 -1.8717 8.7864 -2.9125
H14 4.8399 -8.3578 4.9215
Br32 0.9033 4.1715 -4.4020
O3 4.4589 -0.3409 -2.0038
Br33 0.8537 6.1174 -1.3685
Br34 -2.9066 3.0219 -3.9366
H15 1.3773 5.1983 0.8707

The HOMO energy is -9.86 eV. The maximum force comes out at 4.2 eV Å⁻¹. Its gap between HOMO and LUMO is 9.61 eV. As for the total charge: 0. The lowest unoccupied orbital energy is -0.25 eV. For the energy relative to the best compared isomer or geometry (same formula, charge and spin), the calculation gives 1.116 eV.

Mulliken population analysis, charges in e, atoms 1 to 2: C 0.335; C -0.161